C3H9NS | ωB97M-V/def2-TZVPD

Last column: natural (NBO) charge in e.
Positions of all 14 atoms, in Å:
S 2.73121 1.37466 0.14246  -0.466
N 0.65193 -0.81445 1.61158  -0.821
C -1.00376 -0.55800 -0.19218  -0.193
C -0.00657 -0.10275 0.59071  -0.108
C -1.86067 0.35323 -1.00197  -0.640
H -1.48997 1.38333 -0.99015  0.217
H -1.96449 -0.02246 -2.02211  0.218
H 1.55972 -0.36330 1.76263  0.391
H -2.86387 0.44800 -0.57210  0.222
H 3.20341 0.55018 -0.82041  0.145
H 0.75559 -1.80788 1.48615  0.374
H -1.28802 -1.60729 -0.09074  0.196
H 1.38364 0.20438 -0.42584  0.236
H 0.19186 0.96237 0.52197  0.228

Cartesian forces, eV/Å:
-1.971 -2.628 -1.821
0.451 1.208 -0.133
0.227 -0.112 0.586
-0.777 -0.418 0.133
-0.131 0.136 -0.048
0.255 -0.221 -0.247
-0.065 0.254 -0.028
-0.297 -0.520 0.130
-0.015 -0.336 -0.037
0.700 0.481 0.205
-0.110 -0.085 -0.178
0.041 0.134 -0.284
2.023 2.295 1.066
-0.329 -0.187 0.657

Computed properties:
relative energy (zero: lowest compared OMol25 entry of this formula, charge and spin): 281.66 kJ/mol
energy: -15579.4114 eV